No. 1
{
  "formula": "C24H45Cl3CrN3O4Si",
  "method": "ωB97M-V/def2-TZVPD",
  "symbols": ["C", "C", "H", "H", "H", "C", "C", "H", "H", "H", "H", "Cr", "Cl", "Cl", "H", "H", "C", "C", "N", "H", "C", "O", "H", "H", "H", "H", "H", "H", "C", "C", "N", "H", "C", "O", "H", "H", "H", "H", "O", "C", "C", "C", "H", "C", "H", "C", "H", "C", "C", "H", "H", "H", "Si", "Cl", "C", "C", "C", "H", "H", "H", "H", "H", "H", "H", "H", "H", "C", "N", "C", "C", "C", "O", "H", "H", "H", "H", "H", "H", "H", "H", "H"],
  "positions_angstrom": [[-3.005470, 3.515221, 2.411601], [-4.180908, 3.586634, 1.483752], [-2.615298, 4.519824, 2.612557], [-2.206410, 2.916675, 1.963419], [-3.277430, 3.060835, 3.377155], [-4.935222, 4.689015, 1.332209], [-4.738487, 5.968093, 2.075460], [-5.788094, 4.675202, 0.651760], [-3.693442, 6.301466, 2.095722], [-5.091184, 5.913608, 3.117618], [-5.318113, 6.750838, 1.573847], [2.085420, -1.720134, -0.051440], [0.324834, -2.768666, -0.913564], [1.001585, -0.409195, 1.490028], [4.191927, -4.910539, -3.489722], [6.055873, -5.767604, -1.529311], [4.718058, -3.962331, -3.326194], [6.348148, -4.703984, -1.558093], [5.198140, -3.880473, -1.940002], [4.050108, -3.118437, -3.542551], [4.473532, -3.224752, -1.033543], [3.305813, -2.811208, -1.277745], [6.705300, -4.399183, -0.557416], [4.984870, -3.059124, -0.071398], [5.593421, -3.952211, -3.981656], [7.132255, -4.576336, -2.312164], [3.996146, 2.479403, 1.040353], [1.350035, 2.087478, 0.416355], [4.162243, 2.511544, -0.046397], [1.755593, 2.415061, -0.559957], [3.079794, 1.853894, -0.767777], [5.129691, 2.058244, -0.285165], [3.215859, 0.581529, -1.176813], [2.262959, -0.187886, -1.478059], [1.104370, 2.090954, -1.372910], [4.272646, 0.274239, -1.303346], [4.178985, 3.555242, -0.364020], [1.847523, 3.501751, -0.567636], [-3.260922, 2.087728, -0.105620], [-4.429964, 2.314823, 0.686914], [-5.889162, 3.094877, -1.256498], [-5.728956, 2.325393, -0.100718], [-5.030377, 3.633381, -1.668264], [-7.161922, 3.232263, -1.828692], [-4.468004, 1.502490, 1.431342], [-6.815989, 1.616916, 0.425426], [-7.285573, 3.874052, -2.709560], [-8.269542, 2.602132, -1.243561], [-8.090451, 1.782214, -0.121513], [-6.647862, 0.995848, 1.307459], [-9.269748, 2.773091, -1.658971], [-8.951524, 1.305542, 0.352072], [-2.684197, 1.021559, -1.242735], [4.137049, -0.726054, 0.871430], [-2.397957, 2.075514, -2.768403], [-3.916723, -0.332695, -1.610513], [-1.095800, 0.350741, -0.589710], [-3.344086, 2.496391, -3.128519], [-1.960927, 1.465764, -3.570452], [-1.721011, 2.908674, -2.533617], [-0.418085, 1.165344, -0.321004], [-0.592333, -0.289417, -1.326838], [-1.245063, -0.256538, 0.308345], [-4.890111, 0.072987, -1.912855], [-4.055280, -0.990165, -0.741038], [-3.488354, -0.914641, -2.441652], [5.321362, -4.784200, 2.766451], [4.190775, -4.469743, 1.896898], [3.599629, -5.569208, 1.141483], [3.375461, -3.397105, 2.168458], [3.731910, -2.534402, 3.340428], [2.392518, -3.187834, 1.424988], [6.036251, -5.451097, 2.264590], [4.998622, -5.242015, 3.719738], [5.861857, -3.851564, 3.012980], [2.832828, -5.177006, 0.467487], [3.108489, -6.287121, 1.815736], [4.352126, -6.121159, 0.553385], [4.718799, -2.099273, 3.105100], [2.983266, -1.738734, 3.419458], [3.793913, -3.132443, 4.265611]],
  "forces_ev_per_angstrom": [[0.18, 0.17, 0.10], [-0.57, 0.62, -0.49], [-0.02, -0.26, 0.05], [-0.12, 0.05, 0.10], [0.04, 0.07, -0.24], [0.24, -0.87, 0.13], [-0.08, 0.57, 0.08], [0.27, -0.12, 0.18], [-0.16, -0.12, 0.03], [0.10, -0.02, -0.26], [0.12, 0.00, 0.22], [0.66, 0.75, 0.85], [-0.08, -0.20, -0.11], [0.28, -0.29, 0.16], [-0.06, 0.22, 0.00], [0.13, 0.34, 0.00], [0.08, -0.30, 0.21], [-0.28, 0.25, 0.07], [-0.26, 0.14, -0.21], [0.25, -0.36, 0.14], [-0.94, 0.21, -0.20], [1.77, -0.47, 0.17], [-0.11, -0.13, -0.54], [-0.41, -0.08, -0.23], [-0.14, 0.13, 0.04], [-0.02, -0.02, 0.30], [-0.01, -0.19, -0.31], [0.12, 0.12, -0.50], [0.13, 0.21, -0.33], [-0.18, -0.07, 0.32], [0.00, -1.02, 0.01], [-0.28, -0.03, 0.09], [0.34, 0.68, -0.30], [0.24, 0.21, 0.53], [0.04, 0.04, 0.21], [-0.65, 0.23, -0.18], [0.11, 0.02, 0.06], [-0.04, -0.03, -0.06], [-0.43, 0.48, 0.23], [0.58, -0.43, -0.26], [-0.35, 0.01, 0.03], [0.06, -0.26, 0.17], [-0.29, -0.21, 0.14], [0.16, -0.05, 0.16], [-0.23, -0.01, -0.15], [-0.03, 0.51, -0.20], [-0.01, -0.33, 0.37], [0.20, 0.06, 0.00], [0.03, 0.13, -0.13], [-0.18, 0.15, -0.22], [0.43, -0.17, 0.19], [0.26, 0.06, -0.23], [-0.33, 0.32, 0.15], [0.37, -0.45, 0.35], [0.00, -0.12, -0.06], [0.08, 0.02, -0.07], [-0.22, 0.00, -0.28], [0.14, -0.06, 0.00], [-0.02, 0.21, 0.07], [-0.10, -0.20, -0.09], [-0.27, -0.23, -0.02], [-0.08, 0.20, 0.19], [-0.06, 0.13, -0.24], [0.17, -0.13, 0.01], [0.03, 0.08, -0.26], [-0.27, -0.04, 0.23], [0.18, 0.44, 0.41], [-0.48, 0.12, 0.43], [-0.09, -0.36, -0.41], [-0.04, -0.35, -0.71], [0.07, 0.12, -0.12], [0.56, -0.16, 0.34], [-0.42, 0.12, 0.02], [0.14, 0.02, -0.38], [-0.24, -0.55, -0.14], [0.22, -0.04, 0.13], [0.17, 0.15, -0.07], [-0.11, 0.35, 0.28], [-0.47, 0.01, 0.39], [0.28, -0.20, -0.01], [-0.04, 0.22, -0.34]],
  "mulliken_charge": [-1.385, 0.279, 0.388, 0.186, 0.248, 0.261, -1.495, 0.284, 0.362, 0.287, 0.372, 0.738, -0.539, -0.534, 0.324, 0.295, -0.974, -0.841, 0.207, 0.283, -0.005, -0.314, 0.272, 0.471, 0.346, 0.321, 0.317, 0.228, -0.955, -0.981, 0.244, 0.330, -0.211, -0.703, 0.359, 0.690, 0.353, 0.364, -0.001, 0.101, 0.054, 0.340, 0.556, -0.836, 0.252, -0.455, 0.364, -0.409, -0.656, 0.366, 0.356, 0.366, 0.054, -0.449, -1.097, -1.007, -0.548, 0.310, 0.373, 0.308, -0.365, 0.152, 0.440, 0.269, 0.308, 0.402, -1.110, 0.566, -1.049, 1.101, -1.548, -0.374, 0.325, 0.332, 0.354, 0.276, 0.366, 0.258, 0.443, 0.222, 0.413],
  "total_energy_ha": -4121.4744,
  "lumo_energy_ha": [0.0039, 0.0051],
  "de_lowest_ev": 0.000,
  "spin_multiplicity": 4
}



No. 2
{
  "formula": "C24H45F5N3O9S4",
  "method": "ωB97M-V/def2-TZVPD",
  "symbols": ["C", "C", "C", "C", "C", "C", "C", "N", "C", "N", "C", "O", "C", "S", "O", "O", "C", "F", "F", "C", "F", "F", "F", "N", "H", "H", "H", "H", "H", "H", "H", "H", "H", "H", "H", "H", "H", "H", "H", "H", "H", "H", "H", "H", "H", "C", "C", "C", "S", "O", "O", "C", "H", "H", "H", "H", "H", "H", "H", "H", "C", "C", "C", "S", "O", "O", "C", "H", "H", "H", "H", "H", "H", "H", "H", "C", "C", "C", "S", "O", "O", "C", "H", "H", "H", "H", "H", "H", "H", "H"],
  "positions_angstrom": [[0.812050, -1.102239, -3.636860], [0.229544, -2.140831, -2.657022], [0.614357, -1.857668, -1.196651], [1.790525, -2.679277, -0.647238], [2.927299, -2.973937, -1.653098], [4.297148, -2.562319, -1.165014], [5.517146, -3.283588, -1.724174], [6.577992, -2.319969, -1.316886], [6.002893, -1.125558, -1.126772], [6.618502, -0.065283, -0.598955], [8.038880, -0.179842, -0.099105], [8.262646, 0.612588, 1.003551], [8.323396, -0.086922, 2.254529], [5.842828, 1.483902, -0.541877], [6.879843, 2.437269, -0.360158], [4.926060, 1.583832, -1.625873], [4.885406, 1.397127, 1.068950], [5.289399, 2.437672, 1.778690], [5.193576, 0.262135, 1.715782], [3.343831, 1.478970, 0.897096], [2.797949, 1.375009, 2.095794], [2.915308, 0.486173, 0.145750], [3.009387, 2.627476, 0.361132], [4.649522, -1.119383, -1.536727], [1.782011, -0.730498, -3.286419], [0.141195, -0.249898, -3.735298], [0.994933, -1.537536, -4.623180], [-0.855682, -2.045546, -2.725264], [0.502179, -3.155481, -2.952894], [-0.253613, -2.094927, -0.574020], [0.777291, -0.785365, -1.062408], [2.225090, -2.119907, 0.188622], [1.440733, -3.617552, -0.213423], [2.978992, -4.054469, -1.819915], [2.756849, -2.478916, -2.608340], [4.427147, -2.578957, -0.077283], [5.699527, -4.280333, -1.327669], [5.515359, -3.332321, -2.815821], [7.357736, -2.636725, -0.758208], [8.222371, -1.226801, 0.161055], [8.702850, 0.117549, -0.913238], [8.571087, 0.656686, 3.008041], [7.365883, -0.549548, 2.494435], [9.110887, -0.844176, 2.231243], [4.720323, -1.102408, -2.561523], [-0.862314, 3.117269, 0.475713], [-2.368852, 3.337681, 0.677045], [-3.107196, 2.254241, -0.120994], [-1.996224, 0.848824, -0.182113], [-1.586179, 0.615975, -1.547844], [-2.515443, -0.241661, 0.608993], [-0.632917, 1.624024, 0.684980], [-0.266421, 3.712152, 1.166793], [-0.577527, 3.397254, -0.540786], [-2.611320, 3.247512, 1.738036], [-2.678778, 4.329425, 0.354386], [-4.035275, 1.943814, 0.345905], [-3.303200, 2.558896, -1.144045], [0.301260, 1.251577, 0.269330], [-0.714368, 1.348892, 1.736480], [-7.895058, 0.167295, -3.314607], [-7.600115, 1.367386, -4.225943], [-7.589528, 2.621687, -3.342434], [-7.093454, 2.069469, -1.704207], [-8.184203, 2.272157, -0.789030], [-5.778664, 2.582375, -1.387695], [-6.982872, 0.328236, -2.102766], [-7.716425, -0.779745, -3.820556], [-8.939391, 0.187179, -2.997398], [-6.622985, 1.237514, -4.694905], [-8.335936, 1.460306, -5.022569], [-6.882261, 3.374153, -3.681018], [-8.579180, 3.062670, -3.243564], [-7.288353, -0.249673, -1.233716], [-5.943240, 0.113699, -2.350523], [-2.529673, -0.419736, 5.556124], [-2.867674, 0.361132, 4.277866], [-3.823161, -0.503514, 3.448661], [-4.719085, -1.525470, 4.628048], [-4.361331, -2.903638, 4.408084], [-6.099394, -1.122787, 4.681800], [-3.859500, -0.941982, 6.088987], [-2.024004, 0.203581, 6.292461], [-1.872686, -1.258570, 5.316037], [-3.354346, 1.301522, 4.545857], [-1.972730, 0.604865, 3.705240], [-4.542728, 0.083438, 2.884484], [-3.290493, -1.169406, 2.775912], [-3.764592, -1.764529, 6.793397], [-4.460818, -0.143694, 6.522735]],
  "forces_ev_per_angstrom": [[0.34, -0.39, 0.02], [-0.15, 0.73, -0.05], [-0.44, -0.46, 0.16], [0.34, 0.52, 0.04], [0.16, -0.27, 0.40], [0.34, 0.44, -0.49], [0.14, 0.05, -0.10], [-0.59, 0.24, 0.75], [0.22, 0.00, -0.24], [-0.17, -0.40, -0.01], [0.46, 0.30, 0.35], [-0.11, -0.25, -0.09], [0.04, 0.02, -0.04], [0.09, 1.07, -0.75], [-0.29, -0.61, -0.05], [0.29, -0.34, 0.42], [-0.03, 0.04, 0.09], [0.06, 0.06, 0.16], [-0.02, -0.10, -0.11], [0.49, -0.16, 0.09], [-0.19, 0.00, 0.46], [-0.24, -0.45, -0.30], [-0.14, 0.57, -0.28], [0.93, -0.90, 0.46], [-0.09, 0.11, 0.01], [0.08, 0.02, 0.02], [-0.20, 0.10, -0.01], [0.05, -0.29, -0.06], [-0.04, -0.04, 0.07], [0.09, 0.12, 0.06], [0.14, -0.06, -0.13], [-0.08, -0.07, 0.05], [-0.06, 0.00, -0.18], [-0.09, 0.10, -0.24], [-0.07, -0.18, -0.10], [-0.49, -0.17, 0.04], [0.07, 0.11, 0.13], [-0.12, -0.08, 0.00], [0.20, 0.06, -0.33], [-0.13, 0.02, -0.17], [-0.13, 0.08, 0.03], [-0.05, -0.03, -0.06], [-0.02, -0.01, 0.03], [0.00, 0.02, -0.01], [-0.64, 0.49, 0.01], [-0.07, 0.00, -0.03], [0.05, -0.06, 0.00], [0.15, 0.22, 0.19], [-0.03, 0.06, 0.07], [-0.01, -0.09, -0.01], [0.08, -0.07, -0.11], [0.13, 0.19, 0.05], [-0.01, 0.01, 0.00], [0.02, -0.01, 0.00], [0.00, -0.01, 0.00], [-0.02, 0.00, 0.00], [-0.06, -0.07, -0.09], [-0.02, -0.06, -0.05], [-0.07, -0.09, -0.04], [-0.01, -0.03, 0.00], [-0.02, 0.08, -0.01], [0.01, -0.02, 0.05], [-0.01, -0.05, -0.25], [0.06, -0.05, -0.06], [0.02, 0.05, 0.06], [-0.11, 0.02, 0.03], [-0.05, -0.15, -0.12], [0.00, -0.01, 0.00], [0.00, -0.02, 0.02], [0.01, 0.00, 0.02], [0.00, 0.01, -0.01], [0.00, 0.04, 0.08], [-0.01, -0.01, 0.09], [0.01, 0.08, 0.06], [0.01, 0.03, 0.01], [-0.01, -0.01, -0.06], [-0.04, -0.01, 0.03], [0.13, 0.16, 0.01], [0.00, 0.12, 0.04], [-0.03, -0.04, -0.01], [-0.03, -0.10, -0.02], [0.17, 0.08, 0.07], [0.00, 0.00, 0.00], [-0.01, -0.01, 0.02], [-0.01, -0.01, 0.01], [0.00, -0.01, -0.01], [-0.06, -0.08, -0.02], [-0.04, -0.06, 0.00], [-0.08, -0.05, -0.04], [-0.03, -0.01, -0.01]],
  "mulliken_charge": [-1.020, -0.759, -0.026, -0.740, -0.465, -0.256, -0.842, -0.153, 0.354, -0.023, -0.819, -0.265, -0.688, 1.151, -0.602, -0.571, 0.536, -0.237, -0.270, 0.766, -0.267, -0.203, -0.254, 0.014, 0.139, 0.367, 0.315, 0.407, 0.366, 0.401, -0.215, 0.296, 0.471, 0.321, 0.317, 0.323, 0.432, 0.358, 0.297, 0.453, 0.334, 0.267, 0.302, 0.334, 0.336, -0.797, -0.723, -0.526, 1.308, -0.652, -0.624, 0.513, 0.407, 0.335, 0.279, 0.354, 0.263, 0.298, -0.567, 0.166, -0.621, -0.621, -0.656, 1.092, -0.674, -0.609, -0.637, 0.338, 0.313, 0.302, 0.321, 0.361, 0.342, 0.434, 0.299, -0.681, -0.067, -0.503, 1.182, -0.663, -0.674, -0.778, 0.368, 0.320, 0.297, -0.162, 0.347, 0.242, 0.421, 0.351],
  "total_energy_ha": -3874.6663,
  "lumo_energy_ha": -0.1315,
  "charge": 1
}



Question: Which formula does entry 2 have?
Answer: C24H45F5N3O9S4